Entry 1:
Molecular formula: C8H7F3N2
Method: DFT, ωB97M-V/def2-TZVPD

Structure (XYZ):
```
20
Properties=species:S:1:pos:R:3:forces:R:3:nbo_charge:R:1
H -1.8636 1.2128 -0.4015 -3.498 -0.074 -0.119 0.218
H 2.6850 0.0372 0.1374 2.929 -0.756 0.240 0.227
H -1.1847 -2.5469 -0.4472 -0.616 2.390 0.725 0.211
N -0.5196 -0.4453 -0.3310 0.480 -1.049 0.976 -0.321
F -0.1805 -3.1944 3.9684 0.613 0.506 -0.640 -0.340
F 1.6370 -1.9513 3.5973 -2.383 -0.013 0.024 -0.354
C 0.8194 -0.6715 -0.0959 -1.052 -3.702 0.419 0.050
N -1.1350 -2.0251 1.5391 -0.777 0.018 0.084 -0.449
C -0.9271 0.8658 -0.2730 3.334 -1.998 -0.166 0.029
H 1.2433 -1.7557 -0.0429 -1.524 2.032 -0.228 0.255
H 2.1127 2.4333 -0.3611 -0.011 0.147 0.380 0.233
C 1.7411 0.3029 -0.1166 -0.774 3.486 0.064 -0.238
H -0.4887 2.8455 -0.2557 1.034 -0.860 -0.386 0.226
C -1.3855 -1.5533 0.1656 1.245 -1.879 -1.324 -0.063
F -0.2925 -1.1139 4.4455 0.697 0.143 -0.262 -0.321
H -2.3610 -1.1435 0.0605 -1.081 -0.355 -0.026 0.201
C -0.0026 1.8321 -0.3085 0.084 3.425 0.763 -0.244
C -0.2133 -1.5299 2.1999 1.376 1.337 -1.751 -0.075
C 0.2126 -1.9556 3.5146 0.723 -1.042 1.950 0.894
C 1.3889 1.6483 -0.2212 -0.799 -1.757 -0.723 -0.140
```
Forces are in eV/Å.

## Properties
LUMO level (alpha / beta)   -0.74 / -0.74 eV
2S+1   1
Relative energy (zero: lowest compared OMol25 entry of this formula, charge and spin)   2.980 eV
HOMO (alpha / beta)   -6.96 / -6.95 eV
Orbital gap (alpha / beta)   6.2 / 6.2 eV

Entry 2:
Molecular formula: C20H24N8O2
Method: DFT, ωB97M-V/def2-TZVPD

Structure (XYZ):
```
54
Properties=species:S:1:pos:R:3:forces:R:3:nbo_charge:R:1
H -1.2087 0.8614 -0.6205 -0.192 0.281 -0.067 0.230
H 0.4554 3.8517 -0.6888 0.077 -0.097 0.130 0.226
H 1.1958 5.5015 1.0269 0.092 -0.038 -0.015 0.218
C -3.3437 4.0734 -0.0242 -0.046 -0.125 -0.197 -0.230
C -2.7088 -1.7616 1.6377 -0.023 -0.673 0.125 0.112
H -1.9640 4.4642 1.6160 -0.157 -0.141 -0.293 0.214
C -1.0833 0.9626 3.3139 0.336 0.326 -0.501 -0.775
O -4.5865 -0.3416 2.7213 -0.422 -2.496 0.301 -0.371
C -3.6858 -2.4070 2.3740 1.663 -0.254 -0.941 -0.025
H 3.2994 0.1287 2.7860 0.070 0.129 0.037 0.222
C -0.1653 1.6635 2.5542 -0.486 -1.198 1.032 0.160
H -0.7463 0.4707 4.2144 -0.399 -0.006 0.013 0.199
C -2.9014 2.0517 -1.3047 -0.143 0.181 0.060 -0.216
C -0.2912 2.3911 1.3650 0.629 0.507 -0.432 0.025
N 1.1894 1.7084 2.8102 -0.619 0.376 -0.237 -0.181
C 3.2779 0.8576 3.6000 0.318 -0.443 0.249 -0.612
C 1.8545 1.1796 3.9892 0.010 0.157 -0.512 -0.042
C -1.5448 -3.9064 1.4044 0.942 0.880 -0.792 0.290
H 3.7896 0.4241 4.4646 0.047 0.096 -0.139 0.212
N -4.7404 -1.5812 2.8709 -2.074 2.519 0.966 0.502
C -1.8098 1.7659 -0.4904 0.104 0.523 0.551 -0.200
H -3.1520 1.3750 -2.1224 -0.014 0.200 0.214 0.218
C -3.6674 3.2019 -1.0730 0.127 -0.046 0.113 -0.203
H -4.5309 3.4140 -1.7084 0.302 -0.057 0.209 0.218
H -4.4062 -4.2525 3.2238 0.198 0.021 -0.079 0.259
H 1.9727 1.9548 -1.2631 0.091 0.054 0.028 0.222
H 3.2621 2.7003 -0.2877 -0.114 0.013 -0.175 0.227
C -3.6032 -3.8081 2.6423 0.198 -0.228 0.000 -0.166
H -3.9473 4.9627 0.1608 0.114 -0.259 -0.098 0.218
H 2.6868 3.4933 -1.7821 0.010 -0.070 0.109 0.215
C 1.7999 2.1542 5.1489 -0.108 0.151 0.217 -0.615
N -1.6946 -2.5469 1.1540 0.274 -0.590 -0.017 -0.187
H -2.6772 -0.6983 1.4177 -0.009 -0.290 0.062 0.288
C -2.5336 -4.5485 2.1942 -0.204 0.213 -0.020 -0.222
H 1.2746 0.2905 4.2294 0.216 -0.247 0.101 0.215
H 2.3118 1.7037 6.0052 -0.095 0.130 -0.042 0.213
N 1.8765 2.3904 1.9027 -0.558 1.427 -1.792 -0.120
N 0.9468 2.8126 1.0275 1.112 -0.945 1.807 -0.073
C -2.2435 3.8116 0.7855 0.341 -0.729 -0.226 -0.131
H 2.3132 3.0870 4.8853 -0.096 -0.151 0.047 0.211
H -2.1088 0.9624 2.9789 -0.109 -0.030 0.333 0.212
C -1.4606 2.6593 0.5474 -1.115 0.238 -0.602 -0.085
N 0.0863 -3.2009 0.1531 -1.866 0.268 1.149 -0.017
C 1.9329 4.9638 0.4247 0.000 0.329 0.105 -0.612
H -2.3800 -5.6076 2.3848 -0.342 0.239 0.095 0.252
C 2.3860 2.9036 -0.9113 0.151 -0.187 -0.364 -0.613
H 0.7673 2.3758 5.4344 0.128 0.019 -0.054 0.228
H 3.7906 1.7698 3.2814 0.009 -0.240 0.101 0.225
H 2.2240 5.6055 -0.4131 -0.022 -0.093 0.120 0.217
O -5.7455 -2.0764 3.4181 2.116 0.358 -1.078 -0.360
H 2.8147 4.7564 1.0400 -0.158 0.081 -0.108 0.225
C 1.3610 3.6658 -0.1048 0.067 -0.285 0.277 -0.044
N -0.4181 -4.3128 0.7753 -0.874 1.229 0.239 -0.295
N -0.6587 -2.1399 0.3653 0.501 -1.028 -0.010 -0.079
```
Forces are in eV/Å.

## Properties
LUMO level   -1.22 eV
2S+1   1
HOMO   -5.97 eV
Orbital gap   4.7 eV